[1]
DFT (ωB97M-V/def2-TZVPD) results for C30H40N9OTi as an isolated structure.

Structure (XYZ):
```
81
C30H40N9OTi, DFT ωB97M-V/def2-TZVPD
Ti -0.0237 -0.1025 0.1573
C 1.9817 -1.4474 3.6914
C 1.5681 -0.7455 2.4461
N 0.4088 -0.9397 1.8408
N -0.5646 -1.7762 2.3368
C -1.4941 -1.9286 1.4336
O -1.3052 -1.3912 0.2257
C -2.7387 -2.6143 1.7534
C -3.6516 -2.9067 0.7383
C -4.8408 -3.5429 1.0430
C -5.1289 -3.8789 2.3589
C -4.2312 -3.5743 3.3761
C -3.0381 -2.9444 3.0790
C 2.3704 0.1928 1.7203
C 3.6812 0.5638 2.0434
C 4.3534 1.4548 1.2446
C 3.7057 1.9847 0.1162
C 2.4319 1.5742 -0.1684
N 1.7454 0.6932 0.5997
H 1.1833 -2.0995 4.0332
H 2.2261 -0.7354 4.4818
H 2.8740 -2.0511 3.5118
H -3.4177 -2.6329 -0.2823
H -5.5498 -3.7783 0.2609
H -6.0576 -4.3803 2.5969
H -4.4715 -3.8282 4.3994
H -2.3279 -2.7019 3.8573
H 4.1515 0.1324 2.9169
H 5.3726 1.7381 1.4684
H 4.2060 2.6933 -0.5276
H 1.9218 1.9284 -1.0567
C 1.0301 -3.5128 -2.6068
N 1.2323 -2.1077 -2.2556
C 2.2473 -1.8701 -1.2466
C 0.3350 -1.1637 -2.5925
N 0.2038 -0.0792 -1.8076
C -0.5289 1.0733 -2.2413
C -0.5213 1.5418 -3.5536
C -1.3759 2.5548 -3.9569
C -2.2779 3.0988 -3.0565
C -2.2052 2.7392 -1.7218
C -1.2741 1.8026 -1.2832
N -1.0339 1.5582 0.0998
C -1.0176 2.5266 1.0374
N -0.8433 3.8345 0.7990
C -1.4737 4.8566 1.6305
C -0.0628 4.3792 -0.3037
N -1.1460 2.1379 2.3255
C -2.1294 1.1484 2.7545
C -0.4009 2.7638 3.4080
N -0.3687 -1.3692 -3.7284
C 0.2566 -1.8814 -4.9411
C -1.8073 -1.1550 -3.8166
H 1.0831 -4.1171 -1.7004
H 1.7964 -3.8615 -3.2998
H 0.0510 -3.6591 -3.0510
H 3.0471 -2.5944 -1.3847
H 1.8531 -2.0065 -0.2294
H 2.6731 -0.8760 -1.3580
H 0.1552 1.0924 -4.2685
H -1.3560 2.8940 -4.9838
H -3.0051 3.8284 -3.3857
H -2.8595 3.2012 -0.9926
H -2.1061 4.4102 2.3917
H -2.0962 5.4877 0.9930
H -0.7238 5.4894 2.1069
H 0.5809 3.6203 -0.7377
H 0.5620 5.1824 0.0888
H -0.6940 4.7942 -1.0889
H -2.5458 0.6211 1.9024
H -2.9435 1.6545 3.2806
H -1.6773 0.4359 3.4415
H 0.2361 3.5574 3.0294
H 0.2362 2.0104 3.8789
H -1.0734 3.1661 4.1672
H 1.3345 -1.9462 -4.8188
H 0.0444 -1.1898 -5.7600
H -0.1368 -2.8617 -5.2165
H -2.2210 -0.9115 -2.8405
H -2.2688 -2.0811 -4.1658
H -2.0609 -0.3604 -4.5184
```

Computed properties:
HOMO level (alpha / beta), eV: -12.306 / -13.445
Energy, eV: -70321.9211
Net charge: +2
Energy relative to the best compared isomer or geometry (same formula, charge and spin), kJ/mol: 2.0
2S+1: 2

=====

[2]
DFT (ωB97M-V/def2-TZVPD) results for a 7-piece molecular cluster, C30H41NO14 overall.

Structure (XYZ):
```
86
C30H41NO14, DFT ωB97M-V/def2-TZVPD
C 5.8677 2.4633 1.0178
C 6.1960 1.6605 -0.0359
C 5.4500 0.4922 -0.2316
C 4.3387 0.1437 0.5524
C 3.9901 0.9698 1.6037
C 4.7921 2.1059 1.8738
N 3.6011 -1.1316 0.2548
O 4.0004 -1.8629 -0.6912
O 2.6549 -1.4346 0.9342
H 6.6145 3.2227 1.1965
H 6.8984 2.0415 -0.7624
H 5.5477 0.0064 -1.1912
H 3.1301 0.9170 2.2548
H 4.6846 2.6036 2.8262
O 0.2721 -2.6910 7.0835
C 0.8184 -2.0777 6.2356
O 2.0662 -2.3861 5.7284
C 2.4872 -1.5600 4.6003
C 1.2838 -0.7195 4.2134
C 0.3010 -0.9200 5.3463
H 2.9056 -2.1524 3.7866
H 3.1492 -0.8519 5.0986
H 0.7569 -0.8951 3.2754
H 1.6669 0.2739 3.9797
H -0.7021 -1.2403 5.0648
H 0.1037 -0.0002 5.8969
O -4.0484 3.7222 -4.0586
C -3.3896 3.9682 -3.0499
O -2.0731 3.5639 -3.1185
C -1.4030 3.6754 -1.7809
C -2.5347 4.1238 -0.8018
C -3.7635 4.2910 -1.6443
H -0.6346 4.4464 -1.8385
H -1.1707 2.6320 -1.5680
H -2.3138 5.1560 -0.5302
H -2.7480 3.5328 0.0889
H -4.1961 5.2882 -1.7248
H -4.5430 3.6554 -1.2243
O -2.2072 -5.2267 -1.7916
C -2.1387 -5.1883 -0.5308
O -3.1241 -4.8499 0.1990
C -2.9526 -5.1240 1.5564
C -1.4601 -5.2307 1.6989
C -1.0198 -5.7016 0.2547
H -3.5520 -6.0285 1.6599
H -3.2743 -4.3025 2.1965
H -1.2281 -5.9476 2.4865
H -1.0880 -4.2515 2.0002
H -1.0306 -6.7906 0.3003
H -0.0139 -5.4579 -0.0871
O 4.9219 1.8738 -3.1658
C 3.8866 2.5165 -2.8438
O 2.6293 2.0835 -2.9089
C 1.6895 3.1962 -2.5507
C 2.5681 4.1239 -1.7516
C 3.8570 3.9368 -2.4697
H 0.8215 2.8581 -1.9847
H 1.2672 3.6316 -3.4564
H 2.8178 3.8437 -0.7283
H 2.2949 5.1761 -1.6717
H 4.7798 4.0515 -1.9009
H 3.9819 4.4168 -3.4403
O -4.2182 -0.8058 1.1388
C -4.6308 -0.5040 0.0799
O -5.8237 0.0580 -0.0811
C -6.3350 -0.1570 -1.2908
C -5.2342 -0.8591 -2.2529
C -4.0422 -0.9353 -1.2501
H -6.7501 0.7734 -1.6784
H -7.2042 -0.7948 -1.1300
H -5.1378 -0.4000 -3.2368
H -5.5808 -1.8597 -2.5113
H -3.2681 -0.2068 -1.4910
H -3.6451 -1.9503 -1.2630
O -0.0306 1.0747 0.0370
C -0.0765 0.0445 -0.6229
O 0.4170 0.0910 -1.8958
C 0.6684 -1.2675 -2.3051
C -0.3207 -2.1210 -1.5728
C -0.6234 -1.3233 -0.2810
H 1.5924 -1.5717 -1.8134
H 0.8146 -1.5454 -3.3489
H 0.0189 -3.1305 -1.3413
H -1.1359 -2.2538 -2.2840
H -0.2770 -1.8021 0.6350
H -1.6604 -1.1947 0.0292
```

Computed properties:
HOMO level, eV: -10.072
Energy, eV: -61924.7771
SMILES string: O=[N+]([O-])c1ccccc1.O=C1CCCO1.O=C1CCCO1.O=C1CCCO1.O=C1CCCO1.O=C1CCCO1.O=C1CCCO1
2S+1: 1

=====

[3]
DFT (ωB97M-V/def2-TZVPD) results for C30H42Br27F3N3O6S2 as an isolated structure.

Structure (XYZ):
```
113
C30H42Br27F3N3O6S2, DFT ωB97M-V/def2-TZVPD
C -2.3363 2.0199 -0.6767
C -0.9091 1.5097 -1.3869
O -0.1672 0.5617 -0.6162
C 1.2895 0.5617 -0.7153
C 1.5812 0.5818 -2.2792
C 3.0185 0.1028 -2.8826
C 3.0823 0.7492 -4.4294
S 4.9010 0.8550 -5.0074
C 5.3295 2.6736 -5.4019
S 4.6369 3.5251 -6.7359
N 6.3480 3.3436 -4.4603
C 7.4645 2.5211 -3.8506
C 8.2532 3.6329 -2.8892
N 7.5287 4.9470 -3.0853
C 6.3669 4.8157 -4.0452
C 1.6168 1.9965 0.0899
C 0.9724 1.5319 1.5217
C -0.2640 2.3324 2.2099
C -0.0677 3.9807 2.0409
O -0.5471 4.7023 1.0258
O 0.6704 4.6748 3.1409
C 0.9663 -0.1427 1.5076
C 1.5123 -0.4333 3.0193
O 1.2606 -1.8513 3.4447
O 0.0301 -1.9845 3.8706
N 1.7810 -0.5489 0.2555
C 3.2777 -0.4538 0.5980
C 3.9716 -1.7644 1.2686
C 1.1944 -1.9370 0.0004
C 1.6554 -2.6915 -1.3639
O 3.0432 -3.1329 -1.4579
C 0.7643 -4.1139 -1.3877
F 1.0951 -4.9923 -0.2189
F -0.6851 -3.8856 -1.5819
F 1.2317 -4.8779 -2.5992
H -3.1111 2.2279 -1.5565
H -2.2082 3.0097 -0.0656
H -2.8386 1.1562 -0.0297
H -0.3848 2.4844 -1.7530
H -1.2772 0.9584 -2.3821
H 1.4974 1.7132 -2.6620
H 0.7834 -0.1196 -2.8284
H 3.1318 -1.0501 -3.0595
H 3.9681 0.5959 -2.3535
H 2.6900 1.8502 -4.4761
H 2.5566 0.0437 -5.2069
H 7.7293 1.3716 -4.0065
H 9.1809 3.3769 -2.2068
H 5.6114 5.6601 -4.4106
H 2.7701 2.2609 0.2507
H 1.2304 2.9921 -0.3872
H 1.8745 1.7549 2.2714
H -1.3410 1.9656 1.9205
H -0.1777 2.1479 3.3869
H 1.4875 4.1282 3.3991
H -0.1171 -0.6309 1.6334
H 2.5974 -0.0681 3.2543
H 0.8065 0.2031 3.7445
H -0.4466 -2.4287 3.0843
H 3.9536 -0.2062 -0.3412
H 3.5179 0.4493 1.3438
H 4.5650 -2.4676 0.5387
H 4.8044 -1.3585 2.0254
H 3.2838 -2.4469 1.9203
H 1.3932 -2.6991 0.8983
H 0.0008 -1.9373 -0.0711
H 1.3738 -2.1699 -2.3717
H 3.7066 -2.3851 -1.4519
C -5.9965 1.9500 1.9380
Br -4.3043 2.7797 2.4201
Br -6.2493 1.8885 0.0102
Br -6.1992 0.1943 2.7509
H -6.7910 2.5843 2.3446
C -5.8450 -3.1117 0.0531
Br -6.3973 -3.8999 1.7437
Br -7.1364 -1.8090 -0.5943
Br -4.0518 -2.3645 0.1544
H -5.8126 -3.9225 -0.6822
C -0.9300 7.4990 4.5636
Br -2.8573 7.7023 4.7319
Br -0.0806 9.1362 3.9454
Br -0.1251 6.8425 6.2084
H -0.7545 6.7381 3.7959
C -8.7273 0.8867 6.5058
Br -7.6480 2.3456 5.8051
Br -10.5401 0.9243 5.8014
Br -7.8779 -0.8409 6.2264
H -8.8017 1.0352 7.5882
C 6.8676 -2.7793 -5.6877
Br 7.0210 -3.9135 -7.2607
Br 7.1894 -0.9080 -6.1104
Br 5.1684 -3.0333 -4.7752
H 7.6538 -3.0898 -4.9917
C 2.3342 -4.9855 -6.5440
Br 3.1327 -4.5423 -8.2617
Br 1.8877 -3.3925 -5.5208
Br 0.8048 -6.1714 -6.7413
H 3.0907 -5.5319 -5.9712
C -4.8692 6.5276 7.8573
Br -3.8451 4.9217 8.2531
Br -6.7277 6.1197 7.4529
Br -4.7104 7.8541 9.2714
H -4.4349 6.9694 6.9543
C -3.4524 -6.4691 1.9273
Br -2.7564 -6.8340 3.7069
Br -2.0977 -5.6962 0.7648
Br -4.2735 -8.0442 1.1343
H -4.2423 -5.7193 2.0405
C -7.7314 -7.4409 -1.4790
Br -7.5779 -8.5751 -3.0520
Br -7.4095 -5.5696 -1.9017
Br -9.4305 -7.6949 -0.5665
H -6.9451 -7.7514 -0.7830
```

Computed properties:
HOMO level, eV: -10.319
Energy, eV: -1969487.0944
Net charge: +1
2S+1: 1

=====

[4]
DFT (ωB97M-V/def2-TZVPD) results for C30H42CaN7O3PS5Se as an isolated structure.

Structure (XYZ):
```
90
C30H42CaN7O3PS5Se, DFT ωB97M-V/def2-TZVPD
Ca -0.1778 1.7421 1.2519
S -2.2175 3.2670 2.3494
S -0.6907 3.6262 3.7552
S 0.7287 4.8374 2.8719
S 2.0635 3.4633 2.0377
O -2.3296 2.3897 -2.8759
C -1.9818 1.8422 -1.8307
O -1.0896 2.2065 -0.9962
C -2.6322 0.4974 -1.5221
P -1.4067 -0.8429 -1.4899
C -2.3415 -2.3030 -2.1678
C -3.7334 -2.3140 -2.0427
C -4.4336 -3.5076 -2.1434
C -3.7282 -4.6947 -2.2905
C -2.3507 -4.6768 -2.4638
C -1.6516 -3.4789 -2.4378
C -0.1938 -0.4375 -2.8047
C 1.0636 0.0254 -2.4228
C 1.9991 0.4541 -3.3769
C 1.6764 0.4470 -4.7224
C 0.4530 -0.0619 -5.1331
C -0.4660 -0.4830 -4.1617
H -3.3673 0.2680 -2.3136
H -3.1157 0.5318 -0.5481
H -4.2762 -1.3970 -1.8593
H -5.5034 -3.4890 -2.0114
H -4.2613 -5.6438 -2.2857
H -1.8037 -5.5936 -2.5882
H -0.5523 -3.4556 -2.4303
H 1.3090 0.0172 -1.3728
H 2.9407 0.8641 -3.0481
H 2.3875 0.8245 -5.4525
H 0.1485 -0.1366 -6.1769
H -1.4342 -0.8475 -4.4865
C 2.0362 -2.6122 3.9432
C 2.4063 -1.4950 3.0192
C 3.5340 -1.0873 2.3522
C 3.1290 -0.0775 1.4749
N 1.8200 0.1031 1.5683
N 1.4241 -0.7483 2.5161
C 3.9349 0.7081 0.4992
H 2.8395 -2.9174 4.6323
H 1.7815 -3.5173 3.3797
H 1.1567 -2.3552 4.5497
H 4.5450 -1.4440 2.5434
H 0.4282 -0.8622 2.6933
H 4.9982 0.4528 0.6128
H 3.8133 1.7634 0.6803
H 3.6482 0.5252 -0.5297
C 2.2898 4.8674 -5.2400
N 3.2107 4.9276 -4.1131
C 4.5542 5.2304 -4.1891
C 5.0461 5.1322 -2.9502
N 4.0174 4.7800 -2.1080
C 4.1526 4.6137 -0.6711
C 2.8618 4.6308 -2.8149
Se 1.2343 4.0790 -2.2272
H 2.8325 5.1553 -6.1443
H 1.4556 5.5580 -5.0771
H 1.8873 3.8702 -5.3127
H 5.0681 5.5282 -5.0757
H 6.0380 5.3065 -2.5596
H 4.5493 5.5271 -0.2168
H 4.7780 3.7559 -0.4410
H 3.1683 4.4419 -0.2306
O 0.9379 -2.9367 -1.0475
S 0.1812 -2.5176 0.2697
N -0.7348 -1.0734 -0.0749
C -3.4254 -2.7696 1.4824
C -2.4799 -2.8440 2.6545
N -2.6594 -1.8433 3.7052
C -3.3791 -2.2594 4.8680
C -2.5284 -3.0381 5.8640
C -2.0622 -0.6285 3.5986
C -2.1437 0.3484 4.7515
N -1.4429 -0.2337 2.5393
H -3.0587 -3.4668 0.7370
H -3.4242 -1.7732 1.0426
H -4.4631 -3.0366 1.7383
H -1.4461 -2.8087 2.2584
H -2.6205 -3.8168 3.1663
H -4.2271 -2.8648 4.5346
H -3.8189 -1.4026 5.3735
H -2.1211 -3.9433 5.4089
H -3.0916 -3.3422 6.7580
H -1.7002 -2.4458 6.2299
H -3.1161 0.8297 4.7640
H -1.4095 1.1275 4.5795
H -1.9591 -0.1534 5.6864
H -1.4773 -0.8880 1.7381
```

Computed properties:
HOMO level, eV: -0.341
Energy, eV: -195620.6459
Net charge: -2
Energy relative to the best compared isomer or geometry (same formula, charge and spin), kJ/mol: 0.0
2S+1: 1

=====

[5]
DFT (ωB97M-V/def2-TZVPD) results for a 3-piece molecular cluster, C30H42F9N3O4S2 overall.

Structure (XYZ):
```
90
C30H42F9N3O4S2, DFT ωB97M-V/def2-TZVPD
C 3.2407 -0.8741 0.6680
C 2.5844 -0.1376 1.8643
C 1.0895 -0.5638 1.8968
C 0.3102 0.0914 3.0498
C -1.0282 0.7006 2.6146
N -1.5754 0.1946 1.5459
C -2.7408 0.8261 1.2090
C -3.3853 0.3720 0.0351
C -2.7671 -0.7399 -0.8023
C -2.6641 -2.1016 -0.0662
N -1.2528 -2.5040 0.0940
C -4.5521 0.9234 -0.3416
C -5.1564 1.9674 0.3979
C -6.4927 2.4689 -0.1425
C -7.1923 1.5557 -1.1377
F -7.4187 2.7353 0.8624
C -4.5367 2.4582 1.5050
C -5.1723 3.6168 2.2567
F -5.6719 4.5530 1.4360
F -4.3458 4.2894 3.0746
F -6.1491 3.1383 3.0559
C -3.3160 1.8615 1.9191
N -2.7200 2.3223 3.0606
C -1.5898 1.7665 3.3923
C -0.9247 2.3201 4.6353
C -0.4053 3.7517 4.4236
C 0.6926 3.8716 3.3334
C 0.2649 4.8225 2.2216
F 0.4228 6.0963 2.6761
F -1.0280 4.6663 1.8847
C 1.1235 4.6856 0.9165
F 1.6228 3.4565 0.7525
F 2.1410 5.5522 0.9299
F 0.3614 4.9714 -0.1474
H 2.4532 -1.1361 -0.0469
H 3.9590 -0.2608 0.1228
H 3.6719 -1.8298 0.9772
H 2.5673 0.9323 1.6159
H 3.0843 -0.3464 2.8122
H 0.6882 -0.3582 0.9076
H 1.1079 -1.6419 2.0919
H 0.9393 0.8933 3.4515
H 0.1032 -0.5773 3.8938
H -1.7928 -0.3837 -1.1573
H -3.3889 -0.8141 -1.7001
H -3.2307 -2.8248 -0.6386
H -3.0818 -1.9672 0.9373
H -0.7211 -2.2492 -0.7309
H -1.2383 -3.5203 0.1182
H -4.9921 0.5286 -1.2468
H -6.3083 3.4251 -0.6501
H -7.2218 0.5206 -0.7808
H -8.2105 1.8806 -1.3480
H -6.6223 1.5442 -2.0725
H -0.1926 1.6411 5.0718
H -1.7333 2.3968 5.3728
H -1.2690 4.3989 4.2607
H 0.0432 4.0842 5.3660
H 1.6002 4.2972 3.7660
H 0.8998 2.8813 2.9266
C -0.8861 -5.6123 -4.1768
C -1.0618 -4.7653 -5.4436
C -1.7323 -3.4504 -5.0273
S -1.2501 -3.1607 -3.3212
O -2.4244 -3.2349 -2.4855
O -0.3549 -2.0329 -3.2579
C -0.3119 -4.6705 -3.1234
H -0.2311 -6.4654 -4.3479
H -1.8566 -5.9921 -3.8487
H -0.0828 -4.5571 -5.8802
H -1.6520 -5.2844 -6.1976
H -1.4016 -2.6130 -5.6369
H -2.8179 -3.5254 -5.0582
H -0.4219 -5.0393 -2.1059
H 0.7335 -4.4390 -3.3276
C 8.5087 -0.8280 -0.8503
C 8.1424 -0.4453 -2.2898
C 7.3070 -1.5925 -2.8712
S 6.4791 -2.3673 -1.4770
O 6.9830 -3.7087 -1.3284
O 5.0678 -2.0925 -1.5439
C 7.2193 -1.3376 -0.2146
H 8.9184 0.0172 -0.2986
H 9.2594 -1.6216 -0.8588
H 7.5518 0.4734 -2.2826
H 9.0282 -0.2592 -2.8959
H 6.5587 -1.2358 -3.5747
H 7.9337 -2.3450 -3.3466
H 7.3828 -1.9244 0.6863
H 6.5294 -0.5189 -0.0094
```

Computed properties:
HOMO level, eV: -8.595
Energy, eV: -90579.9378
SMILES string: CCCCc1nc2c(CCN)cc([C@@H](C)F)c(C(F)(F)F)c2nc1CCCC(F)(F)C(F)(F)F.O=S1(=O)CCCC1.O=S1(=O)CCCC1
2S+1: 1

=====

In order of appearance, F_max = 2.0; 6.8; 8.9; 1.5; 1.9 eV/A.